No. 1
The following is a DFT calculation (ωB97M-V/def2-TZVPD) of a 2-piece molecular cluster, C4H12 overall in a non-equilibrium geometry.

Results
SMILES	CC.CC
ΔE to the lowest compared entry with this formula, charge and spin	25.1	kcal per mole
M	60.140	g mol⁻¹
total charge	0
HOMO-LUMO gap	12.17	eV
multiplicity	1
max |F|	4.61	eV/A

Cartesian coordinates (Å):
C 1.4565 0.1313 -1.2763
C 0.8552 0.9847 -2.3674
H 0.7980 -0.0946 -0.3859
H 1.9364 -0.8358 -1.6568
H 2.3785 0.4402 -0.7625
H -0.1237 0.7640 -2.6442
H 1.5927 1.1309 -3.1676
H 0.7189 2.0517 -1.8968
C -1.6090 0.0676 1.9778
C -0.7977 -1.2172 1.5950
H -2.6896 -0.2060 1.9345
H -1.3917 0.3796 3.0442
H -1.4032 0.9625 1.3228
H 0.2506 -0.9386 1.0260
H -1.3286 -1.7832 0.7634
H -0.6432 -1.8370 2.4939



No. 2
The following is a DFT calculation (ωB97M-V/def2-TZVPD) of a 2-piece molecular cluster, C4H12 overall in a non-equilibrium geometry.

Results
SMILES	CC.CC
ΔE to the lowest compared entry with this formula, charge and spin	4.1	kcal per mole
M	60.140	g mol⁻¹
total charge	0
HOMO-LUMO gap	12.85	eV
multiplicity	1
max |F|	1.03	eV/A

Cartesian coordinates (Å):
C -0.0806 2.1916 0.1321
C -0.7628 2.9175 -1.0479
H -0.7124 1.3819 0.4991
H 0.8610 1.7702 -0.2075
H 0.1066 2.8873 0.9401
H -0.0197 3.5082 -1.5854
H -1.4960 3.6149 -0.6616
H -1.3492 2.2045 -1.6268
C 0.2065 -3.2514 0.2974
C 0.6359 -1.8335 0.6586
H 0.3906 -3.3990 -0.7744
H 0.7527 -4.0052 0.8579
H -0.8708 -3.3456 0.4237
H 0.4357 -1.5647 1.6936
H 0.2473 -1.0841 -0.0365
H 1.7134 -1.6721 0.5687



No. 3
The following is a DFT calculation (ωB97M-V/def2-TZVPD) of a 2-piece molecular cluster, C4H12 overall in a non-equilibrium geometry.

Results
SMILES	CC.CC
ΔE to the lowest compared entry with this formula, charge and spin	32.7	kcal per mole
M	60.140	g mol⁻¹
total charge	0
HOMO-LUMO gap	12.51	eV
multiplicity	1
max |F|	4.87	eV/A

Cartesian coordinates (Å):
C 1.3118 -0.8486 -1.8221
C 1.0862 -2.0308 -0.9245
H 2.1466 -0.2968 -1.5178
H 1.5456 -1.4100 -2.7275
H 0.4975 -0.2116 -1.9329
H 1.9132 -2.8428 -0.9118
H 0.3759 -2.6875 -1.4179
H 0.7983 -1.7565 -0.0169
C -0.5963 1.7448 1.9270
C -1.7542 1.3667 0.8448
H 0.3361 1.7615 1.4826
H -0.7550 2.5980 2.5963
H -0.7886 0.9689 2.6042
H -1.7158 2.0795 0.0067
H -2.8184 1.3302 1.2788
H -1.5830 0.2350 0.5309



No. 4
The following is a DFT calculation (ωB97M-V/def2-TZVPD) of a 2-piece molecular cluster, C4H12 overall in a non-equilibrium geometry.

Results
SMILES	CC.CC
ΔE to the lowest compared entry with this formula, charge and spin	23.6	kcal per mole
M	60.140	g mol⁻¹
total charge	0
HOMO-LUMO gap	12.29	eV
multiplicity	1
max |F|	2.60	eV/A

Cartesian coordinates (Å):
C 1.6870 1.8773 -0.0362
C 1.8383 0.4083 -0.3395
H 0.7326 2.4305 -0.0505
H 2.0923 2.2906 0.8703
H 2.4115 2.4455 -0.6671
H 0.9435 -0.1855 -0.6219
H 2.4158 0.2883 -1.2484
H 2.2208 -0.1628 0.4855
C -1.8425 -1.9423 0.1834
C -1.7047 -0.4001 0.1857
H -2.3314 -2.1066 -0.8251
H -0.9053 -2.4756 0.3536
H -2.5903 -2.1868 0.9308
H -0.7354 -0.0741 0.5813
H -2.5638 0.0308 0.7000
H -1.6382 0.1921 -0.7414



No. 5
The following is a DFT calculation (ωB97M-V/def2-TZVPD) of a 2-piece molecular cluster, C4H12 overall in a non-equilibrium geometry.

Results
SMILES	CC.CC
ΔE to the lowest compared entry with this formula, charge and spin	22.8	kcal per mole
M	60.140	g mol⁻¹
total charge	0
HOMO-LUMO gap	12.15	eV
multiplicity	1
max |F|	4.50	eV/A

Cartesian coordinates (Å):
C -0.8674 2.0163 -0.1114
C -1.9102 0.8978 -0.0880
H -1.0513 2.7044 -0.9046
H -0.8673 2.6996 0.7666
H 0.1775 1.6476 -0.2435
H -1.8357 0.2825 0.7836
H -1.8640 0.4445 -1.0605
H -2.9632 1.4038 -0.0174
C 1.8273 -1.2812 0.6646
C 0.9608 -1.6820 -0.4932
H 2.5378 -2.1403 1.1004
H 2.4578 -0.4537 0.6805
H 1.1560 -0.8617 1.4657
H 0.3064 -0.9629 -0.8346
H 0.3605 -2.5796 -0.3355
H 1.5749 -2.1350 -1.3727



No. 6
The following is a DFT calculation (ωB97M-V/def2-TZVPD) of a 2-piece molecular cluster, C4H12 overall in a non-equilibrium geometry.

Results
SMILES	CC.CC
ΔE to the lowest compared entry with this formula, charge and spin	19.0	kcal per mole
M	60.140	g mol⁻¹
total charge	0
HOMO-LUMO gap	12.69	eV
multiplicity	1
max |F|	4.55	eV/A

Cartesian coordinates (Å):
C 2.1118 -1.0900 0.9098
C 2.8960 0.2481 0.8452
H 2.8196 -1.8915 1.2915
H 1.2786 -1.1195 1.4786
H 1.7431 -1.3896 -0.1357
H 2.3708 1.2051 0.8910
H 3.5913 0.3136 1.6749
H 3.5504 0.2666 -0.0491
C -2.7302 0.0522 -0.2016
C -2.3243 0.8808 -1.5137
H -2.2359 -0.8721 -0.2756
H -2.4244 0.6579 0.6467
H -3.7339 -0.2592 -0.0834
H -3.0970 1.6830 -1.5948
H -2.5140 0.2483 -2.3581
H -1.3019 1.0663 -1.5255



No. 7
The following is a DFT calculation (ωB97M-V/def2-TZVPD) of a 2-piece molecular cluster, C4H12 overall in a non-equilibrium geometry.

Results
SMILES	CC.CC
ΔE to the lowest compared entry with this formula, charge and spin	7.3	kcal per mole
M	60.140	g mol⁻¹
total charge	0
HOMO-LUMO gap	12.80	eV
multiplicity	1
max |F|	2.35	eV/A

Cartesian coordinates (Å):
C -1.9252 -0.6986 1.8197
C -2.1743 -0.7416 0.2653
H -1.4896 0.2661 2.0731
H -2.8185 -0.9772 2.3554
H -1.1132 -1.4038 1.9957
H -2.6878 0.1940 0.0499
H -1.2550 -0.7696 -0.3040
H -2.8515 -1.5728 0.1264
C 1.6901 0.3586 -1.5760
C 2.3596 1.1111 -0.4609
H 2.3038 -0.4943 -1.8904
H 0.7149 -0.0987 -1.3872
H 1.5299 0.9346 -2.4917
H 1.7211 1.8671 -0.0074
H 3.2524 1.5999 -0.8612
H 2.7434 0.4253 0.2933



No. 8
The following is a DFT calculation (ωB97M-V/def2-TZVPD) of a 2-piece molecular cluster, C4H12 overall in a non-equilibrium geometry.

Results
SMILES	CC.CC
ΔE to the lowest compared entry with this formula, charge and spin	32.1	kcal per mole
M	60.140	g mol⁻¹
total charge	0
HOMO-LUMO gap	12.38	eV
multiplicity	1
max |F|	4.58	eV/A

Cartesian coordinates (Å):
C -0.4675 2.5182 -1.3919
C -1.2263 1.6519 -0.3896
H 0.7120 2.5979 -1.3051
H -0.5355 1.9503 -2.3469
H -0.7421 3.6050 -1.4508
H -1.5570 0.6514 -0.9708
H -2.2546 2.1801 -0.2098
H -0.7513 1.2638 0.4612
C 0.7016 -2.6025 0.4307
C 1.0595 -1.5293 1.4442
H -0.3618 -2.4546 0.3280
H 1.1495 -2.5149 -0.7122
H 0.8497 -3.5880 0.7691
H 0.4432 -0.5917 1.3159
H 2.1064 -1.2235 1.5963
H 0.8742 -1.9141 2.4318



No. 9
The following is a DFT calculation (ωB97M-V/def2-TZVPD) of a 2-piece molecular cluster, C4H12 overall in a non-equilibrium geometry.

Results
SMILES	CC.CC
ΔE to the lowest compared entry with this formula, charge and spin	28.5	kcal per mole
M	60.140	g mol⁻¹
total charge	0
HOMO-LUMO gap	12.25	eV
multiplicity	1
max |F|	5.38	eV/A

Cartesian coordinates (Å):
C 1.4149 1.1666 -0.8931
C 0.7441 0.1430 -1.8646
H 1.0728 2.1799 -0.8203
H 1.1454 0.8983 0.1021
H 2.4579 1.1660 -0.8536
H 1.2895 -0.9304 -1.7191
H -0.3837 0.0861 -1.7009
H 0.9067 0.3364 -2.9937
C -1.1052 -0.0088 1.7714
C -1.1085 -1.3624 0.9722
H -0.3918 -0.0401 2.5996
H -0.6385 0.8080 1.2113
H -2.1525 0.2495 2.1232
H -0.6635 -2.1861 1.3746
H -0.4418 -1.0457 0.1535
H -2.1457 -1.4601 0.5374



No. 10
The following is a DFT calculation (ωB97M-V/def2-TZVPD) of a 2-piece molecular cluster, C4H12 overall in a non-equilibrium geometry.

Results
SMILES	CC.CC
ΔE to the lowest compared entry with this formula, charge and spin	4.9	kcal per mole
M	60.140	g mol⁻¹
total charge	0
HOMO-LUMO gap	12.73	eV
multiplicity	1
max |F|	1.39	eV/A

Cartesian coordinates (Å):
C 1.3280 -1.6325 1.8442
C 1.4354 -0.1568 1.4570
H 0.5402 -1.7050 2.5927
H 1.1339 -2.3127 1.0165
H 2.2157 -1.9521 2.3869
H 1.9089 0.3790 2.2839
H 0.4627 0.2647 1.2287
H 2.0711 -0.0031 0.5909
C -0.9961 0.3856 -2.0497
C -1.7573 1.4340 -1.2441
H -1.2613 -0.6270 -1.7041
H -1.3392 0.3585 -3.0833
H 0.0666 0.4736 -1.8763
H -1.9884 2.3531 -1.7793
H -1.2418 1.7017 -0.3258
H -2.7373 1.0739 -0.8971



No. 11
The following is a DFT calculation (ωB97M-V/def2-TZVPD) of a 2-piece molecular cluster, C4H12 overall.

Results
SMILES	CC.CC
ΔE to the lowest compared entry with this formula, charge and spin	2.6	kcal per mole
M	60.140	g mol⁻¹
total charge	0
HOMO-LUMO gap	12.97	eV
multiplicity	1
max |F|	0.90	eV/A

Cartesian coordinates (Å):
C 1.4846 -1.3464 -1.2167
C 0.5327 -0.5381 -2.1081
H 1.8808 -2.2148 -1.7525
H 2.3343 -0.7653 -0.8677
H 0.9542 -1.7772 -0.3694
H 0.9909 -0.4008 -3.0893
H 0.3815 0.4315 -1.6534
H -0.4117 -1.0527 -2.2570
C -1.5632 1.5084 1.7553
C -0.4961 0.4205 1.5865
H -1.7202 1.7220 2.8101
H -1.2560 2.4216 1.2475
H -2.5081 1.1992 1.3059
H 0.2445 0.4646 2.3856
H 0.0123 0.5366 0.6358
H -0.8604 -0.6093 1.5875



No. 12
The following is a DFT calculation (ωB97M-V/def2-TZVPD) of a 2-piece molecular cluster, C4H12 overall in a non-equilibrium geometry.

Results
SMILES	CC.CC
ΔE to the lowest compared entry with this formula, charge and spin	5.4	kcal per mole
M	60.140	g mol⁻¹
total charge	0
HOMO-LUMO gap	12.66	eV
multiplicity	1
max |F|	1.64	eV/A

Cartesian coordinates (Å):
C 0.0050 -2.2967 -1.1795
C 1.0018 -1.8843 -0.1097
H 0.5165 -3.0281 -1.8262
H -0.7762 -2.9074 -0.7343
H -0.3089 -1.4913 -1.8316
H 0.6365 -1.0920 0.5429
H 1.9206 -1.4862 -0.5463
H 1.2952 -2.7378 0.4968
C -1.2330 2.4049 0.8186
C 0.1444 1.8255 0.4860
H -1.6910 2.8206 -0.0781
H -1.9295 1.6612 1.2017
H -1.1461 3.2494 1.4963
H 0.0955 0.7597 0.2625
H 0.6772 2.2631 -0.3536
H 0.7921 1.9394 1.3544



No. 13
The following is a DFT calculation (ωB97M-V/def2-TZVPD) of a 2-piece molecular cluster, C4H12 overall in a non-equilibrium geometry.

Results
SMILES	CC.CC
ΔE to the lowest compared entry with this formula, charge and spin	12.3	kcal per mole
M	60.140	g mol⁻¹
total charge	0
HOMO-LUMO gap	12.48	eV
multiplicity	1
max |F|	2.23	eV/A

Cartesian coordinates (Å):
C 1.2344 1.0779 1.4109
C 0.7145 -0.3265 1.7666
H 0.8414 1.6763 2.2469
H 2.3150 1.0967 1.4452
H 0.8102 1.5509 0.5348
H 0.6686 -0.9980 0.9189
H -0.3166 -0.2210 2.1127
H 1.2617 -0.8584 2.5249
C -0.7316 0.1525 -2.1475
C -1.2251 -0.9153 -1.1466
H -0.7277 1.0464 -1.5028
H 0.2707 -0.0602 -2.4960
H -1.3962 0.4449 -2.9572
H -0.2911 -1.2156 -0.6729
H -1.5012 -1.8266 -1.6691
H -1.9269 -0.6240 -0.3689



No. 14
The following is a DFT calculation (ωB97M-V/def2-TZVPD) of a 2-piece molecular cluster, C4H12 overall in a non-equilibrium geometry.

Results
SMILES	CC.CC
ΔE to the lowest compared entry with this formula, charge and spin	12.2	kcal per mole
M	60.140	g mol⁻¹
total charge	0
HOMO-LUMO gap	12.79	eV
multiplicity	1
max |F|	2.44	eV/A

Cartesian coordinates (Å):
C -2.0020 1.0350 -0.3548
C -1.4163 0.4772 -1.6669
H -2.7180 1.8382 -0.6114
H -2.6721 0.2821 0.0346
H -1.3195 1.5675 0.2929
H -1.6102 -0.5999 -1.6482
H -0.3234 0.4152 -1.7044
H -1.8225 0.8827 -2.5843
C 1.2392 -1.3764 1.1396
C 2.1741 -0.1642 0.9014
H 1.8203 -2.1488 1.6482
H 0.3557 -1.2063 1.7550
H 0.8887 -1.8007 0.2015
H 1.9437 0.3313 -0.0379
H 2.0392 0.5331 1.7269
H 3.2007 -0.5092 0.9544



No. 15
The following is a DFT calculation (ωB97M-V/def2-TZVPD) of a 2-piece molecular cluster, C4H12 overall in a non-equilibrium geometry.

Results
SMILES	CC.CC
ΔE to the lowest compared entry with this formula, charge and spin	11.1	kcal per mole
M	60.140	g mol⁻¹
total charge	0
HOMO-LUMO gap	12.73	eV
multiplicity	1
max |F|	2.10	eV/A

Cartesian coordinates (Å):
C 2.4912 -0.5045 0.4723
C 1.6417 -0.9793 -0.6805
H 2.3856 0.5472 0.7381
H 2.1029 -1.0059 1.3732
H 3.5384 -0.7829 0.3628
H 0.5487 -0.9778 -0.6816
H 1.8246 -2.0289 -0.9553
H 1.8733 -0.4410 -1.6049
C -2.3652 0.2419 0.5197
C -1.6767 1.3446 -0.3166
H -1.6935 -0.3603 1.1400
H -3.0700 0.6441 1.2522
H -3.0269 -0.3982 -0.0777
H -1.8280 1.2037 -1.3817
H -0.5981 1.2371 -0.1849
H -2.1480 2.2603 0.0251



No. 16
The following is a DFT calculation (ωB97M-V/def2-TZVPD) of a 2-piece molecular cluster, C4H12 overall in a non-equilibrium geometry.

Results
SMILES	CC.CC
ΔE to the lowest compared entry with this formula, charge and spin	34.2	kcal per mole
M	60.140	g mol⁻¹
total charge	0
HOMO-LUMO gap	12.06	eV
multiplicity	1
max |F|	4.76	eV/A

Cartesian coordinates (Å):
C -0.9818 2.5216 1.0857
C 0.2101 1.7861 0.4164
H -1.8149 1.8111 1.1929
H -0.7950 2.8441 2.2148
H -1.3192 3.3858 0.5453
H 1.0887 2.2076 0.7495
H 0.1547 1.8863 -0.7406
H 0.1743 0.8469 0.8840
C 0.2251 -1.7303 -1.4433
C 0.5517 -2.7084 -0.1889
H 0.7406 -2.2505 -2.3414
H -0.8922 -1.4443 -1.3992
H 0.6657 -0.6617 -1.3254
H 0.6580 -1.8687 0.6143
H 1.5636 -3.2512 -0.2893
H -0.2293 -3.3746 0.0253



No. 17
The following is a DFT calculation (ωB97M-V/def2-TZVPD) of a 2-piece molecular cluster, C4H12 overall in a non-equilibrium geometry.

Results
SMILES	CC.CC
ΔE to the lowest compared entry with this formula, charge and spin	4.7	kcal per mole
M	60.140	g mol⁻¹
total charge	0
HOMO-LUMO gap	12.90	eV
multiplicity	1
max |F|	1.21	eV/A

Cartesian coordinates (Å):
C -1.7880 0.2784 -1.4581
C -1.9481 1.0658 -0.1827
H -2.7402 0.0254 -1.9316
H -1.2039 0.7335 -2.2497
H -1.2742 -0.6714 -1.3143
H -2.3148 2.0791 -0.3451
H -1.0284 1.1269 0.4007
H -2.6981 0.5966 0.4605
C 1.7644 -0.6034 0.0579
C 1.9679 -0.7440 1.5740
H 2.3867 -1.2745 -0.5301
H 0.7453 -0.8027 -0.2149
H 1.9860 0.4182 -0.2521
H 1.0732 -0.9530 2.1496
H 2.6896 -1.5409 1.7858
H 2.4824 0.1232 1.9880



No. 18
The following is a DFT calculation (ωB97M-V/def2-TZVPD) of a 2-piece molecular cluster, C4H12 overall in a non-equilibrium geometry.

Results
SMILES	CC.CC
ΔE to the lowest compared entry with this formula, charge and spin	16.5	kcal per mole
M	60.140	g mol⁻¹
total charge	0
HOMO-LUMO gap	12.66	eV
multiplicity	1
max |F|	2.60	eV/A

Cartesian coordinates (Å):
C 1.0300 1.5089 0.5512
C -0.3585 1.7926 -0.0424
H 0.8853 1.2737 1.6150
H 1.5316 0.5785 0.2912
H 1.7614 2.2907 0.3384
H -0.9075 0.9457 0.3806
H -0.7144 2.7593 0.3103
H -0.5418 1.7883 -1.1157
C -0.7893 -1.8194 0.2912
C 0.1446 -1.4112 -0.9016
H -1.6384 -1.1561 0.1216
H -1.2138 -2.8219 0.1847
H -0.4034 -1.7447 1.3042
H 1.1722 -1.4530 -0.5257
H 0.1205 -2.1530 -1.6908
H -0.0784 -0.3784 -1.1123



No. 19
The following is a DFT calculation (ωB97M-V/def2-TZVPD) of a 2-piece molecular cluster, C4H12 overall in a non-equilibrium geometry.

Results
SMILES	CC.CC
ΔE to the lowest compared entry with this formula, charge and spin	17.4	kcal per mole
M	60.140	g mol⁻¹
total charge	0
HOMO-LUMO gap	12.35	eV
multiplicity	1
max |F|	3.32	eV/A

Cartesian coordinates (Å):
C 0.4130 1.8901 -2.2209
C -0.1976 0.7511 -1.4024
H 1.4238 2.1577 -1.8999
H 0.5563 1.5215 -3.2328
H -0.2886 2.7678 -2.0321
H -0.2906 1.0326 -0.3327
H -1.2454 0.4397 -1.5544
H 0.4328 -0.1301 -1.5612
C 0.5082 -0.8286 1.9057
C -0.7101 -1.7203 1.5881
H 1.0916 -0.3272 1.1575
H 0.3093 -0.1081 2.6826
H 1.1168 -1.6392 2.4331
H -1.5173 -1.2356 1.0227
H -1.2942 -2.0255 2.4650
H -0.3078 -2.5460 0.9820



No. 20
The following is a DFT calculation (ωB97M-V/def2-TZVPD) of a 2-piece molecular cluster, C4H12 overall in a non-equilibrium geometry.

Results
SMILES	CC.CC
ΔE to the lowest compared entry with this formula, charge and spin	16.8	kcal per mole
M	60.140	g mol⁻¹
total charge	0
HOMO-LUMO gap	12.40	eV
multiplicity	1
max |F|	2.88	eV/A

Cartesian coordinates (Å):
C -1.6632 0.1884 2.3988
C -0.4337 0.0629 1.5253
H -1.7399 -0.6692 3.0846
H -1.6602 1.0142 3.1205
H -2.6424 0.3999 1.9722
H 0.3432 -0.4950 2.0414
H -0.0295 1.0344 1.2382
H -0.7381 -0.6209 0.7289
C 1.4158 -0.0916 -2.7158
C 0.6723 -0.1747 -1.3719
H 2.4799 0.0581 -2.6736
H 1.1798 -0.9853 -3.2777
H 1.0277 0.8165 -3.1948
H 0.8850 -1.1251 -0.8565
H 1.2451 0.3901 -0.6227
H -0.3416 0.1972 -1.3970